Entry 1:
Entry from the Open Molecules 2025 dataset: a 18-piece molecular cluster, C63H171N21O27 overall in a non-equilibrium geometry (the ωB97M-V functional and the def2-TZVPD basis).

Atoms and positions in Å:
1 C -7.661 4.167 0.582
2 O -6.556 3.267 0.390
3 C -6.327 2.406 1.423
4 C -5.062 1.613 1.016
5 N -4.507 0.865 2.161
6 C -3.383 -0.122 1.779
7 C -3.248 -1.423 2.659
8 O -4.251 -2.395 2.361
9 C -5.513 -2.152 2.914
10 H -8.543 3.528 0.543
11 H -7.769 4.862 -0.250
12 H -7.563 4.736 1.507
13 H -7.134 1.675 1.481
14 H -6.204 2.964 2.352
15 H -4.269 2.272 0.662
16 H -5.323 0.990 0.160
17 H -5.075 0.427 2.873
18 H -2.433 0.404 1.686
19 H -3.502 -0.486 0.759
20 H -3.273 -1.127 3.708
21 H -2.326 -2.001 2.588
22 H -5.448 -1.734 3.918
23 H -6.089 -3.075 2.982
24 H -6.091 -1.502 2.257
25 C -5.286 -4.974 -0.001
26 O -3.889 -5.164 -0.043
27 C -3.422 -6.342 -0.701
28 C -1.864 -6.457 -0.569
29 N -1.357 -6.411 0.816
30 C 0.101 -6.264 0.833
31 C 0.505 -6.064 2.303
32 O 1.913 -5.725 2.314
33 C 2.488 -5.483 3.656
34 H -5.664 -5.762 0.651
35 H -5.695 -5.125 -1.000
36 H -5.454 -3.951 0.336
37 H -3.669 -6.384 -1.762
38 H -3.842 -7.241 -0.252
39 H -1.492 -5.594 -1.122
40 H -1.398 -7.325 -1.036
41 H -1.713 -5.659 1.390
42 H 0.366 -5.367 0.273
43 H 0.630 -7.096 0.368
44 H 0.279 -6.932 2.923
45 H -0.212 -5.322 2.653
46 H 3.287 -4.742 3.662
47 H 2.831 -6.432 4.068
48 H 1.706 -5.082 4.301
49 C -4.555 12.114 -6.294
50 O -3.525 11.461 -6.968
51 C -3.428 10.090 -6.608
52 C -2.872 9.772 -5.158
53 N -2.613 8.321 -5.109
54 C -2.015 7.987 -3.833
55 C -1.876 6.448 -3.762
56 O -0.933 5.965 -4.770
57 C -0.118 4.819 -4.369
58 H -5.479 11.545 -6.191
59 H -4.721 13.003 -6.903
60 H -4.222 12.516 -5.338
61 H -2.771 9.681 -7.376
62 H -4.357 9.533 -6.735
63 H -3.601 10.159 -4.447
64 H -1.943 10.331 -5.048
65 H -1.936 8.010 -5.791
66 H -2.655 8.300 -3.008
67 H -1.036 8.437 -3.666
68 H -2.768 5.821 -3.775
69 H -1.413 6.224 -2.801
70 H 0.637 4.590 -5.122
71 H -0.802 4.020 -4.087
72 H 0.584 4.930 -3.543
73 C 7.555 8.383 -0.412
74 O 6.277 7.889 0.109
75 C 5.674 6.802 -0.610
76 C 4.387 6.293 0.015
77 N 4.704 5.720 1.306
78 C 3.501 5.442 2.099
79 C 3.889 4.558 3.303
80 O 4.773 5.341 4.191
81 C 5.380 4.525 5.245
82 H 7.836 9.279 0.142
83 H 7.351 8.632 -1.453
84 H 8.334 7.623 -0.339
85 H 6.441 6.029 -0.551
86 H 5.515 7.069 -1.655
87 H 3.963 5.602 -0.714
88 H 3.763 7.187 0.022
89 H 5.388 6.274 1.801
90 H 2.842 4.777 1.541
91 H 2.989 6.352 2.413
92 H 4.356 3.620 2.999
93 H 3.055 4.229 3.924
94 H 5.900 3.678 4.798
95 H 4.549 4.147 5.841
96 H 6.155 5.043 5.810
97 C 10.653 2.134 1.856
98 O 9.501 3.039 1.945
99 C 8.418 2.657 1.064
100 C 7.213 3.571 1.317
101 N 6.061 3.361 0.442
102 C 5.356 2.061 0.883
103 C 4.157 1.693 -0.024
104 O 3.171 2.785 -0.024
105 C 2.323 2.851 -1.189
106 H 10.568 1.186 2.388
107 H 11.531 2.693 2.180
108 H 10.862 1.806 0.837
109 H 8.166 1.615 1.260
110 H 8.771 2.641 0.033
111 H 7.607 4.581 1.211
112 H 6.761 3.444 2.300
113 H 5.423 4.101 0.697
114 H 4.996 1.841 1.888
115 H 6.094 1.263 0.797
116 H 3.688 0.808 0.406
117 H 4.354 1.514 -1.081
118 H 2.825 3.080 -2.129
119 H 1.569 3.580 -0.894
120 H 1.903 1.847 -1.249
121 C -1.160 -2.938 -4.901
122 O -2.575 -2.978 -4.535
123 C -3.516 -3.365 -5.549
124 C -4.826 -3.870 -4.769
125 N -4.848 -5.175 -4.248
126 C -4.752 -6.147 -5.369
127 C -4.678 -7.509 -4.639
128 O -5.827 -7.797 -3.844
129 C -5.719 -9.088 -3.163
130 H -1.003 -1.970 -5.376
131 H -0.790 -3.689 -5.599
132 H -0.605 -2.936 -3.962
133 H -3.112 -4.060 -6.286
134 H -3.764 -2.459 -6.102
135 H -5.787 -3.682 -5.246
136 H -4.810 -3.210 -3.902
137 H -5.696 -5.345 -3.726
138 H -3.870 -5.994 -5.991
139 H -5.641 -6.058 -5.993
140 H -3.799 -7.503 -3.995
141 H -4.658 -8.318 -5.370
142 H -5.493 -9.886 -3.871
143 H -6.610 -9.277 -2.565
144 H -4.899 -9.043 -2.446
145 C 1.384 -11.855 -6.118
146 O 0.730 -10.637 -6.102
147 C 1.139 -9.663 -7.060
148 C 0.169 -8.502 -6.944
149 N 0.407 -7.767 -5.701
150 C -0.560 -6.688 -5.486
151 C -0.545 -6.018 -4.072
152 O 0.740 -5.453 -3.983
153 C 1.005 -4.990 -2.667
154 H 1.031 -12.505 -6.918
155 H 1.126 -12.449 -5.241
156 H 2.468 -11.799 -6.215
157 H 1.097 -10.097 -8.059
158 H 2.185 -9.376 -6.951
159 H -0.830 -8.932 -6.879
160 H 0.176 -7.797 -7.775
161 H 0.253 -8.478 -5.001
162 H -1.568 -7.095 -5.573
163 H -0.548 -5.993 -6.326
164 H -0.679 -6.760 -3.285
165 H -1.382 -5.323 -4.010
166 H 1.946 -4.453 -2.785
167 H 1.180 -5.721 -1.877
168 H 0.213 -4.309 -2.352
169 C 1.370 3.620 6.177
170 O 1.789 2.296 6.360
171 C 0.821 1.268 5.908
172 C 1.548 -0.121 5.759
173 N 2.429 0.021 4.580
174 C 3.028 -1.216 4.175
175 C 4.116 -1.042 3.121
176 O 5.191 -0.283 3.736
177 C 6.450 -0.488 3.135
178 H 2.103 4.357 6.506
179 H 0.498 3.668 6.829
180 H 1.209 3.880 5.131
181 H 0.349 1.611 4.988
182 H 0.018 1.343 6.641
183 H 0.843 -0.944 5.639
184 H 2.115 -0.274 6.677
185 H 2.992 0.859 4.623
186 H 2.260 -1.818 3.688
187 H 3.491 -1.694 5.038
188 H 3.601 -0.662 2.239
189 H 4.396 -2.062 2.857
190 H 7.242 -0.026 3.724
191 H 6.510 -0.150 2.100
192 H 6.728 -1.542 3.126
193 C -1.379 5.898 7.449
194 O -1.007 5.616 6.141
195 C -1.271 6.655 5.175
196 C -0.618 6.270 3.893
197 N -1.402 5.264 3.152
198 C -0.815 4.901 1.880
199 C -1.627 3.843 1.183
200 O -1.127 3.763 -0.166
201 C -2.046 3.129 -1.045
202 H -0.805 5.263 8.124
203 H -2.421 5.633 7.628
204 H -1.182 6.941 7.694
205 H -0.812 7.575 5.536
206 H -2.351 6.716 5.040
207 H 0.425 5.983 4.025
208 H -0.595 7.157 3.260
209 H -2.319 5.635 2.947
210 H 0.226 4.583 1.926
211 H -0.669 5.694 1.146
212 H -2.701 3.950 1.331
213 H -1.349 2.881 1.614
214 H -1.559 3.082 -2.019
215 H -3.008 3.616 -1.202
216 H -2.161 2.061 -0.862
217 C 2.673 -3.151 0.172
218 O 3.035 -2.202 -0.531
219 N 1.799 -3.092 1.112
220 N 3.116 -4.373 0.169
221 H 1.117 -2.348 1.150
222 H 1.494 -3.922 1.600
223 H 2.961 -4.942 0.989
224 H 3.831 -4.578 -0.514
225 C 6.323 -0.896 -1.660
226 O 5.630 -0.953 -2.668
227 N 5.957 -1.393 -0.502
228 N 7.464 -0.384 -1.754
229 H 4.979 -1.625 -0.397
230 H 6.550 -1.290 0.309
231 H 7.949 -0.474 -0.873
232 H 7.788 0.048 -2.608
233 C -1.987 -2.606 -1.056
234 O -1.431 -1.601 -1.324
235 N -1.916 -3.121 0.096
236 N -2.803 -3.284 -1.754
237 H -2.419 -3.954 0.366
238 H -1.345 -2.648 0.782
239 H -3.293 -4.041 -1.298
240 H -2.846 -3.116 -2.749
241 C 1.451 0.010 -3.100
242 O 0.698 0.515 -3.897
243 N 1.138 -0.902 -2.203
244 N 2.723 0.141 -3.077
245 H 0.150 -1.091 -2.114
246 H 1.865 -1.334 -1.651
247 H 3.266 -0.553 -2.583
248 H 3.191 0.716 -3.763
249 C -3.005 2.319 5.089
250 O -3.603 1.294 5.450
251 N -2.392 3.155 5.927
252 N -2.971 2.732 3.845
253 H -2.452 2.935 6.910
254 H -1.911 3.994 5.632
255 H -2.500 3.606 3.659
256 H -3.279 2.081 3.137
257 C 0.316 -0.067 1.358
258 O -0.004 -1.125 1.845
259 N -0.174 0.395 0.278
260 N 1.151 0.740 1.940
261 H -0.759 -0.203 -0.288
262 H -0.090 1.318 -0.122
263 H 1.708 1.355 1.364
264 H 1.579 0.408 2.792
265 C -0.888 -2.981 4.964
266 O -0.668 -2.984 6.342
267 H -1.447 -2.059 4.798
268 H 0.088 -2.855 4.496
269 H -1.401 -3.876 4.613
270 H -1.406 -2.646 6.854
271 C -5.478 -1.318 -1.883
272 O -6.637 -0.473 -2.095
273 H -4.777 -1.420 -2.711
274 H -5.030 -0.954 -0.959
275 H -5.815 -2.311 -1.587
276 H -7.075 -0.739 -2.907
277 C -3.650 -5.620 3.106
278 O -2.811 -4.561 2.716
279 H -4.005 -6.233 2.278
280 H -2.982 -6.256 3.687
281 H -4.387 -5.203 3.792
282 H -3.307 -3.744 2.621

Summary:
2S+1	1
electronic energy	-5683.92084	Eh
max |F|	7.70	eV/A

***

Entry 2:
Entry from the Open Molecules 2025 dataset: a 5-piece molecular cluster, C63H44N3O10P overall in a non-equilibrium geometry (the ωB97M-V functional and the def2-TZVPD basis).

Atoms and positions in Å:
1 N -1.285 -3.297 1.571
2 C -1.962 -2.564 1.070
3 C -3.026 -1.609 0.531
4 C -4.032 -2.407 -0.336
5 C -5.521 -1.964 -0.148
6 C -5.863 -0.607 -0.783
7 N -5.248 0.548 -0.093
8 C -2.344 -0.371 -0.171
9 C -2.735 -0.164 -1.591
10 N -3.113 -0.018 -2.636
11 P -0.451 -0.474 0.019
12 O 0.198 1.067 0.229
13 O 0.220 -1.241 -1.281
14 H -3.555 -1.252 1.428
15 H -4.017 -3.443 0.058
16 H -3.760 -2.501 -1.397
17 H -6.099 -2.722 -0.711
18 H -5.853 -2.047 0.899
19 H -5.667 -0.560 -1.866
20 H -6.967 -0.484 -0.685
21 H -5.643 1.384 -0.511
22 H -5.422 0.525 0.906
23 H -2.634 0.539 0.379
24 H -0.275 1.456 0.981
25 H -0.265 -1.032 -2.103
26 O -9.203 1.122 -3.308
27 C -8.849 1.225 -4.467
28 C -9.843 1.177 -5.571
29 C -11.193 1.035 -5.270
30 C -12.132 1.028 -6.289
31 C -11.727 1.165 -7.614
32 C -10.381 1.290 -7.919
33 C -9.434 1.291 -6.901
34 C -7.992 1.407 -7.244
35 O -7.633 1.452 -8.403
36 C -7.001 1.475 -6.139
37 C -5.650 1.620 -6.438
38 C -4.720 1.717 -5.416
39 C -5.134 1.670 -4.088
40 C -6.477 1.512 -3.786
41 C -7.415 1.409 -4.808
42 H -11.511 0.934 -4.241
43 H -13.184 0.922 -6.053
44 H -12.463 1.172 -8.408
45 H -10.067 1.391 -8.950
46 H -5.325 1.662 -7.470
47 H -3.669 1.833 -5.650
48 H -4.411 1.755 -3.293
49 H -6.798 1.472 -2.753
50 O 1.804 3.813 -3.685
51 C 2.837 3.194 -3.845
52 C 3.285 2.192 -2.843
53 C 2.501 1.946 -1.721
54 C 2.889 0.987 -0.800
55 C 4.064 0.266 -0.997
56 C 4.857 0.519 -2.105
57 C 4.475 1.485 -3.028
58 C 5.345 1.758 -4.199
59 O 6.409 1.181 -4.331
60 C 4.889 2.745 -5.212
61 C 5.674 2.987 -6.334
62 C 5.243 3.881 -7.301
63 C 4.025 4.537 -7.152
64 C 3.246 4.310 -6.028
65 C 3.676 3.418 -5.052
66 H 1.584 2.501 -1.568
67 H 2.280 0.796 0.065
68 H 4.361 -0.492 -0.283
69 H 5.773 -0.040 -2.252
70 H 6.619 2.473 -6.455
71 H 5.854 4.065 -8.176
72 H 3.685 5.229 -7.913
73 H 2.301 4.825 -5.913
74 O 11.843 0.910 2.837
75 C 10.649 1.105 2.725
76 C 9.843 1.560 3.888
77 C 10.470 1.784 5.109
78 C 9.736 2.246 6.189
79 C 8.372 2.487 6.056
80 C 7.739 2.249 4.846
81 C 8.470 1.779 3.760
82 C 7.777 1.511 2.473
83 O 6.573 1.650 2.377
84 C 8.586 1.075 1.305
85 C 7.959 0.854 0.084
86 C 8.706 0.479 -1.021
87 C 10.085 0.324 -0.911
88 C 10.713 0.530 0.308
89 C 9.966 0.901 1.421
90 H 11.532 1.603 5.214
91 H 10.227 2.424 7.138
92 H 7.802 2.859 6.898
93 H 6.677 2.432 4.745
94 H 6.887 0.979 -0.007
95 H 8.216 0.312 -1.974
96 H 10.669 0.040 -1.777
97 H 11.785 0.405 0.391
98 O 0.590 -5.443 8.942
99 C -0.281 -4.875 8.313
100 C -1.234 -3.960 8.995
101 C -1.111 -3.740 10.363
102 C -1.969 -2.860 11.003
103 C -2.954 -2.195 10.279
104 C -3.092 -2.424 8.920
105 C -2.238 -3.311 8.274
106 C -2.407 -3.561 6.818
107 O -3.315 -3.036 6.202
108 C -1.443 -4.459 6.133
109 C -1.565 -4.676 4.765
110 C -0.653 -5.485 4.108
111 C 0.388 -6.081 4.814
112 C 0.506 -5.879 6.181
113 C -0.410 -5.073 6.846
114 H -0.342 -4.253 10.926
115 H -1.868 -2.687 12.067
116 H -3.616 -1.498 10.779
117 H -3.862 -1.909 8.360
118 H -2.369 -4.211 4.212
119 H -0.749 -5.647 3.042
120 H 1.106 -6.705 4.297
121 H 1.315 -6.347 6.728

Summary:
2S+1	1
structure (SMILES)	N#C[C@H](CCCN)[C@H](C#N)P(O)O.O=C1c2ccccc2C(=O)c2ccccc21.O=C1c2ccccc2C(=O)c2ccccc21.O=C1c2ccccc2C(=O)c2ccccc21.O=C1c2ccccc2C(=O)c2ccccc21
electronic energy	-3685.23822	Eh
max |F|	5.80	eV/A